No. 1
{
  "formula": "C11H15NO",
  "method": "the ωB97M-V functional and the def2-TZVPD basis",
  "symbols": ["C", "C", "C", "N", "C", "C", "C", "C", "C", "C", "H", "H", "H", "H", "H", "H", "H", "H", "H", "C", "C", "O", "H", "H", "H", "H", "H", "H"],
  "positions_angstrom": [[-1.2493, -1.2658, 2.1164], [0.1001, -0.9594, 1.7777], [1.2509, -0.5224, 2.4736], [2.3699, -0.3089, 1.6586], [1.9819, -0.5829, 0.4083], [2.7322, -0.5650, -0.7482], [2.1764, -0.8588, -2.0305], [0.8034, -1.1410, -2.0486], [0.0073, -1.0650, -0.8564], [0.5973, -0.8524, 0.3785], [-2.0584, -0.6239, 1.7361], [-1.4256, -1.4427, 3.1869], [-1.5076, -2.1886, 1.5412], [1.0862, -0.3184, 3.5883], [3.2220, 0.2433, 1.8516], [3.7450, -0.1592, -0.7741], [2.6948, -0.7039, -2.9869], [0.2373, -1.5928, -2.8342], [-1.0172, -1.2686, -0.9391], [-2.5474, 1.4999, -0.8851], [-1.2831, 2.2357, -0.4865], [-0.2430, 1.8887, -1.2959], [-3.2002, 1.8809, -1.6865], [-3.2593, 1.5823, -0.0667], [-2.2759, 0.4512, -1.2723], [-1.3314, 3.3318, -0.7173], [-1.0562, 2.1721, 0.6250], [-0.5503, 1.1339, -1.7139]],
  "forces_ev_per_angstrom": [[-2.5, -1.7, 0.2], [5.3, 2.9, -2.1], [-3.0, -0.2, 1.9], [0.1, 0.4, 2.2], [-0.8, 0.0, -2.1], [0.7, 0.7, -2.5], [-0.9, 0.5, 1.4], [-1.1, -0.2, 2.2], [2.4, -0.6, -1.1], [-0.4, -1.0, 0.6], [0.6, 0.6, 0.2], [0.1, 0.0, -0.3], [0.1, 0.1, 0.8], [1.4, -0.2, -1.7], [-1.1, -0.8, 0.2], [0.0, -0.3, 0.4], [0.1, -0.4, 0.8], [0.2, 0.3, -1.1], [-1.3, -0.5, 0.0], [-0.7, -0.8, -0.5], [-0.9, 2.8, 0.7], [2.2, 1.0, 0.2], [1.0, 0.6, -0.3], [0.1, -1.0, 0.4], [-0.7, 1.2, 1.3], [-0.8, -0.5, 0.8], [-0.2, -0.4, -1.1], [0.1, -2.5, -1.5]],
  "lumo_energy_ev": 0.895,
  "de_lowest_kj_mol": 187.5,
  "charge": 0,
  "smiles": "Cc1c[nH]c2ccccc12.CCO"
}


No. 2
{
  "formula": "C4H8O",
  "method": "the ωB97M-V functional and the def2-TZVPD basis",
  "symbols": ["C", "C", "C", "C", "O", "H", "H", "H", "H", "H", "H", "H", "H"],
  "positions_angstrom": [[1.0362, -1.5462, -0.0109], [-0.0281, -0.5710, 0.4827], [-0.1040, 0.6926, -0.3609], [-1.1765, 1.6810, -0.2241], [0.0789, 1.8850, 0.3948], [1.1736, -2.3722, 0.6929], [0.7755, -1.9714, -0.9850], [2.0004, -1.0374, -0.1164], [0.2252, -0.2452, 1.4993], [-1.0070, -1.0589, 0.5500], [0.4277, 0.6875, -1.3188], [-1.3754, 2.3865, -1.0273], [-2.0265, 1.4697, 0.4237]],
  "forces_ev_per_angstrom": [[0.1, 0.0, 0.0], [-0.1, 0.0, 0.0], [0.1, -0.2, 0.0], [-0.3, 0.0, -0.1], [0.2, 0.3, 0.1], [-0.1, 0.1, -0.1], [0.0, 0.0, 0.1], [-0.1, -0.1, 0.0], [-0.1, 0.0, -0.2], [0.1, 0.0, -0.1], [0.0, -0.1, 0.3], [-0.1, -0.2, -0.1], [0.2, 0.0, 0.1]],
  "lumo_energy_ev": 1.233,
  "de_lowest_kj_mol": 127.6,
  "charge": 0,
  "smiles": "CC[C@H]1CO1"
}


No. 3
{
  "formula": "C42H41Cl5N6O9S4Sc",
  "method": "the ωB97M-V functional and the def2-TZVPD basis",
  "symbols": ["Sc", "Cl", "C", "C", "C", "Cl", "C", "Cl", "C", "Cl", "C", "Cl", "O", "S", "C", "C", "C", "C", "S", "O", "C", "C", "C", "C", "C", "C", "C", "C", "C", "C", "C", "C", "H", "H", "H", "H", "H", "H", "H", "H", "H", "H", "H", "H", "H", "H", "H", "H", "H", "H", "C", "C", "S", "O", "O", "C", "C", "N", "C", "N", "C", "C", "N", "O", "O", "C", "H", "H", "H", "H", "H", "H", "H", "H", "H", "H", "H", "H", "H", "N", "C", "C", "C", "C", "C", "N", "H", "H", "H", "H", "H", "H", "O", "S", "O", "N", "C", "O", "C", "C", "C", "C", "C", "C", "H", "H", "H", "H"],
  "positions_angstrom": [[-0.3235, 1.0810, 0.6963], [-1.2695, 0.2852, 4.0476], [-2.6275, 0.7643, 3.0431], [-2.3795, 1.2951, 1.7828], [-3.5198, 1.7197, 1.0993], [-3.3508, 2.5573, -0.4229], [-4.8209, 1.5318, 1.5698], [-6.1872, 2.0142, 0.6468], [-5.0088, 0.9399, 2.8195], [-6.5936, 0.6927, 3.4288], [-3.9006, 0.5726, 3.5801], [-4.1286, -0.1236, 5.1365], [1.7286, 1.1156, -0.1389], [2.5895, 1.8664, -1.1420], [3.4282, 3.1549, -0.1890], [4.4125, 2.7301, 0.8923], [3.8019, 1.9752, 2.0743], [2.9760, 2.8719, 2.9948], [1.4878, 2.0815, 3.6350], [0.7847, 1.6712, 2.3600], [2.1766, 0.5916, 4.3100], [2.7319, 0.6735, 5.5799], [3.2968, -0.4633, 6.1368], [3.2805, -1.6616, 5.4343], [2.6973, -1.7310, 4.1768], [2.1388, -0.5980, 3.6032], [3.9342, 0.7819, -1.5330], [4.6103, 1.0361, -2.7185], [5.6611, 0.2081, -3.0815], [6.0015, -0.8719, -2.2790], [5.3019, -1.1269, -1.1072], [4.2647, -0.2932, -0.7216], [2.5951, 3.7572, 0.1875], [3.9272, 3.7568, -0.9528], [4.9130, 3.6358, 1.2474], [5.1915, 2.1160, 0.4363], [4.5993, 1.5088, 2.6539], [3.1722, 1.1700, 1.6975], [2.5667, 3.7478, 2.4845], [3.5339, 3.2309, 3.8617], [2.7159, 1.6048, 6.1336], [3.7351, -0.4166, 7.1238], [3.7134, -2.5477, 5.8774], [2.6727, -2.6703, 3.6411], [1.6585, -0.6434, 2.6346], [4.3063, 1.8526, -3.3616], [6.1947, 0.3899, -4.0039], [6.8048, -1.5307, -2.5783], [5.5545, -1.9846, -0.4994], [3.7098, -0.4877, 0.1859], [-2.2966, -3.6019, -5.0610], [-2.8396, -3.8783, -3.6649], [-1.4998, -4.1344, -2.5368], [-0.8200, -5.3581, -2.8622], [-0.7421, -2.9076, -2.4276], [-2.3135, -4.3831, -0.9603], [-1.3012, -4.6379, 0.1600], [-0.5360, -3.4321, 0.5061], [-1.0786, -2.3258, 1.0653], [-0.2523, -1.2875, 0.9872], [0.8626, -1.7400, 0.3158], [0.7028, -3.0503, 0.0396], [1.6743, -3.8919, -0.5999], [1.4653, -5.0852, -0.6492], [2.6569, -3.3268, -1.0306], [-2.4214, -2.3229, 1.7024], [-3.1335, -3.4259, -5.7354], [-1.7279, -4.4527, -5.4326], [-1.6633, -2.7167, -5.0679], [-3.4504, -4.7814, -3.6300], [-3.4144, -3.0350, -3.2765], [-2.9571, -5.2563, -1.0651], [-2.9288, -3.5021, -0.7685], [-0.5917, -5.4091, -0.1276], [-1.8191, -4.9793, 1.0545], [1.6805, -1.0999, 0.0411], [-2.9945, -3.2110, 1.4492], [-2.9832, -1.4440, 1.3934], [-2.3185, -2.2817, 2.7872], [-0.7528, 4.1645, 2.2342], [-0.4775, 4.3743, 0.9044], [-0.3457, 5.6800, 0.4053], [-0.1057, 5.8639, -0.9331], [0.0030, 4.7541, -1.7739], [-0.1090, 3.5094, -1.2103], [-0.3138, 3.3058, 0.1128], [-1.1641, 4.9520, 2.7109], [-1.2145, 3.2864, 2.4424], [-0.4640, 6.5208, 1.0752], [-0.0222, 6.8659, -1.3328], [0.1512, 4.8531, -2.8388], [-0.0506, 2.6212, -1.8293], [-2.2698, 2.0115, -5.0391], [-1.8469, 0.7201, -4.5904], [-1.2364, -0.1865, -5.5135], [-0.8820, 0.9007, -3.2528], [-1.4612, 0.4099, -2.2086], [-0.9418, 0.4825, -1.0341], [-2.8027, -0.2067, -2.4102], [-3.6620, -0.7630, -1.4805], [-4.9132, -1.1819, -1.9159], [-5.2839, -1.0500, -3.2534], [-4.4134, -0.4981, -4.1884], [-3.1782, -0.0853, -3.7317], [-3.3725, -0.8268, -0.4392], [-5.6195, -1.5975, -1.2092], [-6.2681, -1.3724, -3.5652], [-4.7001, -0.3810, -5.2242]],
  "forces_ev_per_angstrom": [[0.2, 0.0, 0.4], [-0.2, -0.2, 0.0], [0.0, 0.0, 0.1], [0.1, 0.1, -0.1], [-0.1, 0.0, 0.0], [0.0, 0.0, 0.0], [0.0, 0.0, 0.0], [0.0, 0.0, 0.0], [0.0, 0.0, 0.0], [0.0, 0.0, 0.0], [0.0, 0.0, 0.0], [0.0, 0.0, 0.0], [0.0, -0.1, 0.1], [0.0, 0.0, -0.1], [0.0, 0.1, 0.0], [0.0, 0.0, 0.0], [0.0, 0.0, 0.0], [0.1, 0.0, 0.0], [-0.1, 0.1, -0.1], [0.1, -0.2, 0.0], [0.0, 0.0, 0.0], [0.0, -0.1, 0.0], [0.0, 0.0, 0.0], [0.0, 0.0, 0.0], [0.0, 0.0, 0.0], [0.0, 0.0, 0.0], [0.0, 0.0, 0.0], [0.0, 0.0, 0.0], [0.0, 0.0, 0.0], [0.0, 0.0, 0.0], [0.0, 0.0, 0.0], [0.0, 0.0, 0.0], [0.0, 0.0, 0.0], [0.0, 0.0, 0.0], [0.0, 0.0, 0.0], [0.0, 0.0, 0.0], [0.0, 0.0, 0.0], [0.0, 0.0, 0.0], [0.0, 0.0, 0.0], [0.0, 0.0, 0.0], [0.0, 0.0, 0.0], [0.0, 0.0, 0.0], [0.0, 0.0, 0.0], [0.0, 0.0, 0.0], [0.0, 0.0, 0.0], [0.0, 0.0, 0.0], [0.0, 0.0, 0.0], [0.0, 0.0, 0.0], [0.0, 0.0, 0.0], [0.0, 0.0, 0.0], [0.0, 0.0, 0.0], [-0.1, 0.0, 0.0], [0.1, 0.0, 0.0], [0.0, 0.0, 0.0], [0.0, 0.0, 0.0], [0.0, 0.0, 0.1], [0.0, -0.1, 0.0], [-0.1, 0.0, -0.1], [0.0, 0.1, 0.0], [0.3, 0.0, -0.2], [-0.1, 0.0, 0.3], [0.1, 0.1, 0.0], [-0.1, 0.0, -0.1], [0.0, -0.1, 0.0], [0.1, 0.0, 0.0], [0.0, 0.1, 0.1], [0.0, 0.0, 0.0], [0.0, 0.0, 0.0], [0.0, 0.0, 0.0], [0.0, 0.0, 0.0], [0.0, 0.0, 0.0], [0.0, 0.0, 0.0], [0.0, 0.0, 0.0], [-0.1, 0.0, 0.0], [0.0, 0.0, 0.0], [0.0, -0.1, 0.1], [0.0, 0.0, 0.0], [0.0, 0.0, 0.1], [0.0, 0.0, 0.1], [0.0, 0.0, 0.0], [0.0, 0.0, 0.0], [0.0, 0.0, 0.0], [0.0, 0.0, 0.0], [0.0, 0.0, 0.0], [0.0, 0.1, 0.0], [-0.1, 0.0, -0.1], [0.0, 0.0, 0.0], [0.0, 0.0, 0.0], [0.0, 0.0, 0.0], [0.0, 0.0, 0.0], [0.0, 0.0, 0.0], [0.0, 0.0, 0.0], [0.0, 0.0, 0.0], [0.1, 0.0, 0.1], [0.0, 0.0, 0.0], [-0.1, 0.0, -0.1], [0.1, 0.0, 0.0], [-0.4, -0.1, -0.3], [0.0, 0.0, -0.1], [0.0, 0.0, 0.0], [0.0, 0.0, 0.0], [0.0, 0.0, 0.0], [0.0, 0.0, 0.0], [-0.1, 0.0, 0.0], [0.0, 0.1, 0.0], [0.0, 0.0, 0.0], [0.0, 0.0, 0.0], [0.0, 0.0, 0.0]],
  "lumo_energy_ev": -2.504,
  "de_lowest_kj_mol": 5.1,
  "charge": 1
}


No. 4
{
  "formula": "C13H15F3NPdS6Sb",
  "method": "the ωB97M-V functional and the def2-TZVPD basis",
  "symbols": ["Pd", "F", "C", "F", "F", "C", "C", "C", "C", "N", "C", "S", "H", "H", "H", "C", "S", "C", "C", "S", "S", "C", "S", "S", "H", "H", "H", "C", "Sb", "C", "C", "H", "H", "H", "H", "H", "H", "H", "H", "H"],
  "positions_angstrom": [[-0.7835, -0.4563, -0.7485], [5.4203, -1.0405, 1.5086], [4.2893, -0.9518, 0.7808], [3.9939, -2.1987, 0.3806], [4.5972, -0.2399, -0.3176], [3.1758, -0.3200, 1.5747], [3.4131, 0.0519, 2.8825], [2.3995, 0.6391, 3.6272], [1.1875, 0.8386, 3.0008], [0.9364, 0.4932, 1.7385], [1.8967, -0.0974, 1.0153], [1.5465, -0.5498, -0.6344], [4.3871, -0.1196, 3.3181], [2.5499, 0.9312, 4.6561], [0.3629, 1.3009, 3.5339], [-0.1888, -3.2327, -2.4651], [-0.9408, -2.8062, -0.8730], [-2.6498, -2.9962, -1.2202], [-3.4900, -1.9458, -1.2353], [-3.0861, -0.2678, -1.0207], [-5.1677, -2.3536, -1.5039], [-4.9821, -4.0798, -1.6375], [-6.2181, -5.0982, -1.9432], [-3.3386, -4.5909, -1.4256], [0.8738, -3.0175, -2.3671], [-0.6289, -2.6341, -3.2581], [-0.3335, -4.2938, -2.6550], [1.1970, 3.0399, -0.3554], [-0.6607, 2.0317, -0.4376], [-1.6809, 2.7727, 1.2602], [-1.6349, 3.0940, -1.9979], [1.0166, 4.1132, -0.3984], [1.8119, 2.7302, -1.1973], [1.7047, 2.7858, 0.5715], [-1.6620, 3.8615, 1.2575], [-1.1891, 2.3937, 2.1524], [-2.7099, 2.4188, 1.2406], [-1.6549, 4.1610, -1.7816], [-2.6513, 2.7140, -2.0913], [-1.1085, 2.9192, -2.9346]],
  "forces_ev_per_angstrom": [[-0.2, 0.0, 0.0], [0.0, 0.0, 0.0], [0.0, 0.0, 0.0], [0.0, 0.0, 0.0], [0.0, 0.0, 0.0], [0.0, 0.0, 0.0], [0.0, 0.0, 0.0], [0.0, 0.0, 0.0], [0.0, 0.0, 0.0], [0.0, 0.0, 0.0], [0.0, 0.0, 0.0], [0.0, 0.0, 0.0], [0.0, 0.0, 0.0], [0.0, 0.0, 0.0], [0.0, 0.0, 0.0], [0.0, 0.0, 0.0], [0.0, 0.1, 0.0], [0.0, 0.0, 0.0], [0.0, 0.0, 0.0], [0.2, 0.0, 0.0], [0.0, 0.0, 0.0], [0.0, 0.0, -0.1], [0.0, 0.0, 0.0], [0.0, 0.0, 0.0], [0.0, 0.0, 0.0], [0.0, 0.0, 0.0], [0.0, 0.0, 0.0], [0.0, 0.0, 0.0], [0.1, 0.0, 0.0], [0.0, 0.0, 0.0], [0.0, 0.0, 0.0], [0.0, 0.0, 0.0], [0.0, 0.0, 0.0], [0.0, 0.0, 0.0], [0.0, 0.0, 0.0], [0.0, 0.0, 0.0], [0.0, 0.0, 0.0], [0.0, 0.0, 0.0], [0.0, 0.0, 0.0], [0.0, 0.0, 0.0]],
  "lumo_energy_ev": -0.505,
  "de_lowest_kj_mol": 0.0,
  "charge": 0
}


no.,largest force on an atom (eV/Å),molar mass (g/mol),gap between HOMO and LUMO (eV)
1,6.4,177.25,8.64
2,0.4,72.11,11.38
3,0.5,1124.31,8.56
4,0.2,662.85,7.27